Entry 1:
An isolated ion of composition C5H14N3 and charge +1. Source: the OMol25 dataset; level of theory: ωB97M-V/def2-TZVPD.

Last column: natural (NBO) charge in e.
Geometry (Å):
1 C -1.108 0.561 -1.822  -0.04
2 C 1.524 1.441 0.338  -0.45
3 C -0.284 1.348 1.933  -0.44
4 C 0.603 -1.380 0.658  -0.46
5 C -1.009 -1.806 -1.564  -0.43
6 N 0.128 1.202 0.571  -0.23
7 N -0.231 -0.355 0.098  -0.11
8 N -0.750 -0.450 -1.116  -0.05
9 H -0.913 1.553 -1.454  0.25
10 H -1.613 0.410 -2.759  0.23
11 H 1.674 2.513 0.464  0.24
12 H 2.193 0.920 1.031  0.19
13 H 1.782 1.189 -0.690  0.21
14 H 0.402 0.902 2.663  0.18
15 H -0.329 2.422 2.120  0.24
16 H -1.284 0.942 2.063  0.23
17 H 0.899 -1.061 1.656  0.25
18 H 0.051 -2.313 0.776  0.23
19 H 1.508 -1.562 0.068  0.21
20 H -1.558 -1.790 -2.502  0.25
21 H -1.609 -2.336 -0.821  0.25
22 H -0.076 -2.351 -1.711  0.24

Forces on atoms 1 to 3 (eV/Å):
0.087 0.260 -0.049
0.507 0.021 -0.154
-0.305 -0.096 0.598

charge	+1
ΔE to the lowest compared entry with this formula, charge and spin	105.50	kcal/mol

Entry 2:
An isolated ion of composition C8H15N2S and charge +1. Source: the OMol25 dataset; level of theory: ωB97M-V/def2-TZVPD.

Last column: natural (NBO) charge in e.
Geometry (Å):
1 C 1.106 -0.689 -2.985  -0.05
2 C -0.192 -0.932 2.287  -0.38
3 C 0.285 0.504 1.975  -0.43
4 C -0.824 -1.544 0.989  -0.41
5 C 1.116 0.642 0.753  -0.23
6 C 0.164 -1.418 -0.164  -0.25
7 C -0.682 1.985 -1.605  -0.63
8 C -0.814 0.676 -0.833  -0.26
9 N 0.510 -1.283 -3.757  -0.17
10 N 0.455 -0.003 -0.408  -0.28
11 S 1.728 0.257 -1.756  0.56
12 H 0.699 -1.517 2.495  0.21
13 H -0.766 -0.979 3.110  0.24
14 H -0.467 1.219 1.981  0.22
15 H 0.925 0.697 2.759  0.25
16 H -1.006 -2.563 1.105  0.25
17 H -1.801 -0.980 0.617  0.21
18 H 1.271 1.683 0.570  0.25
19 H 2.008 0.023 0.750  0.23
20 H 1.148 -1.929 0.202  0.25
21 H -0.335 -1.657 -1.188  0.26
22 H -0.051 2.848 -1.092  0.23
23 H -0.326 1.631 -2.590  0.23
24 H -1.596 2.431 -1.669  0.25
25 H -1.236 0.078 -1.673  0.25
26 H -1.319 0.820 0.128  0.24

Forces on atoms 1 to 3 (eV/Å):
0.029 0.716 1.073
1.746 0.276 -4.715
-0.010 -2.407 0.098

charge	+1
ΔE to the lowest compared entry with this formula, charge and spin	72.20	kcal/mol

Entry 3:
A 23-piece molecular cluster, C42H38BrCl88NO4 overall. Source: the OMol25 dataset; level of theory: ωB97M-V/def2-TZVPD.

Last column: Löwdin charge in e.
Geometry (Å):
1 C 1.866 -1.744 3.848  -0.04
2 C 2.576 -1.321 2.509  -0.20
3 O 2.119 -0.042 2.066  -0.09
4 C 3.144 0.823 1.617  -0.40
5 C 4.324 1.234 2.529  -0.12
6 C 3.979 1.819 3.961  -0.17
7 C 2.488 2.068 4.298  -0.20
8 C 2.293 3.239 5.345  -0.18
9 C 1.756 4.552 4.741  -0.23
10 C 0.350 4.471 4.088  -0.20
11 C -0.626 3.437 4.746  -0.18
12 C -0.893 2.213 3.818  -0.19
13 C -2.254 1.508 4.220  -0.18
14 C -1.965 0.049 4.678  -0.20
15 C -1.494 -0.856 3.514  -0.18
16 C -2.589 -1.114 2.425  -0.21
17 O -2.901 -2.495 2.396  -0.21
18 C -1.966 -3.179 1.602  -0.14
19 C 3.741 0.008 0.394  -0.21
20 C 2.723 -0.557 -0.644  -0.17
21 N 2.794 -2.044 -0.691  0.03
22 O 4.530 1.000 -0.315  -0.09
23 C 3.667 2.007 -0.516  -0.69
24 O 3.604 2.742 -1.362  0.07
25 C 2.701 2.058 0.741  -0.40
26 Br 3.064 3.867 1.419  0.87
27 H 1.022 -2.414 3.633  0.05
28 H 1.504 -0.888 4.423  0.06
29 H 2.576 -2.318 4.456  0.05
30 H 3.648 -1.392 2.699  0.09
31 H 2.231 -2.063 1.773  0.11
32 H 4.996 1.938 2.024  0.10
33 H 4.957 0.315 2.691  0.09
34 H 4.403 1.137 4.716  0.08
35 H 4.540 2.760 4.094  0.10
36 H 1.829 2.293 3.457  0.06
37 H 2.118 1.170 4.820  0.09
38 H 1.718 2.902 6.214  0.10
39 H 3.315 3.460 5.704  0.10
40 H 2.510 4.982 4.073  -0.01
41 H 1.661 5.267 5.582  0.11
42 H 0.504 4.118 3.050  0.07
43 H -0.129 5.454 3.974  0.07
44 H -0.343 3.138 5.760  0.11
45 H -1.605 3.946 4.807  0.10
46 H -0.888 2.505 2.757  0.11
47 H -0.125 1.434 3.921  0.07
48 H -2.620 2.058 5.094  0.10
49 H -2.926 1.524 3.362  0.10
50 H -1.199 0.012 5.466  0.11
51 H -2.915 -0.335 5.086  0.11
52 H -0.609 -0.392 3.050  0.09
53 H -1.237 -1.839 3.936  0.09
54 H -2.150 -0.808 1.456  0.12
55 H -3.495 -0.531 2.630  0.12
56 H -2.055 -2.882 0.541  0.08
57 H -0.922 -2.989 1.921  0.08
58 H -2.150 -4.256 1.708  0.07
59 H 4.448 -0.795 0.624  0.14
60 H 1.694 -0.277 -0.363  0.13
61 H 2.920 -0.217 -1.665  0.10
62 H 2.843 -2.295 -1.667  0.01
63 H 1.910 -2.405 -0.371  0.03
64 H 1.664 2.017 0.389  0.12
65 C -2.856 6.145 -1.401  -2.02
66 Cl -3.240 7.626 -2.298  0.48
67 Cl -1.196 5.650 -1.769  0.54
68 Cl -3.010 6.459 0.339  0.47
69 Cl -3.978 4.859 -1.877  0.52
70 C 6.184 -1.153 -3.024  -1.98
71 Cl 5.354 0.388 -2.783  0.64
72 Cl 5.250 -2.216 -4.092  0.50
73 Cl 7.765 -0.829 -3.758  0.50
74 Cl 6.414 -1.960 -1.466  0.56
75 C -0.329 9.382 2.773  -2.02
76 Cl -1.264 10.713 3.467  0.50
77 Cl 1.052 10.010 1.878  0.51
78 Cl 0.235 8.318 4.070  0.55
79 Cl -1.359 8.497 1.637  0.48
80 C 7.556 -5.675 -4.768  -2.04
81 Cl 6.067 -6.007 -3.870  0.51
82 Cl 8.129 -4.050 -4.374  0.49
83 Cl 8.791 -6.862 -4.323  0.53
84 Cl 7.234 -5.781 -6.503  0.50
85 C 5.518 -2.209 6.375  -2.05
86 Cl 5.829 -1.603 4.744  0.55
87 Cl 5.270 -3.958 6.306  0.53
88 Cl 6.893 -1.850 7.426  0.53
89 Cl 4.071 -1.419 7.014  0.53
90 C 7.755 3.713 -2.465  -2.01
91 Cl 8.155 5.403 -2.825  0.50
92 Cl 8.205 2.689 -3.840  0.49
93 Cl 8.645 3.191 -1.025  0.52
94 Cl 6.021 3.568 -2.169  0.60
95 C 0.215 -4.012 -3.295  -2.02
96 Cl -0.702 -2.533 -3.019  0.51
97 Cl -0.699 -5.056 -4.381  0.47
98 Cl 1.786 -3.630 -4.016  0.53
99 Cl 0.465 -4.849 -1.752  0.53
100 C -5.306 9.177 -5.956  -2.04
101 Cl -6.522 7.961 -5.559  0.50
102 Cl -6.107 10.638 -6.549  0.52
103 Cl -4.368 9.565 -4.509  0.50
104 Cl -4.226 8.547 -7.207  0.53
105 C -0.754 -5.586 -8.233  -2.03
106 Cl -0.795 -6.188 -9.895  0.52
107 Cl 0.917 -5.570 -7.652  0.52
108 Cl -1.413 -3.945 -8.181  0.53
109 Cl -1.725 -6.645 -7.201  0.45
110 C -3.231 -8.262 -3.923  -2.02
111 Cl -3.910 -9.523 -2.883  0.54
112 Cl -4.542 -7.413 -4.752  0.49
113 Cl -2.314 -7.112 -2.943  0.49
114 Cl -2.160 -8.999 -5.122  0.50
115 C -2.777 -6.191 4.526  -2.03
116 Cl -1.618 -4.866 4.685  0.55
117 Cl -4.388 -5.525 4.226  0.52
118 Cl -2.306 -7.224 3.169  0.53
119 Cl -2.792 -7.144 6.016  0.50
120 C -10.603 7.794 -4.795  -2.04
121 Cl -9.861 8.872 -5.985  0.51
122 Cl -11.092 6.290 -5.586  0.53
123 Cl -9.437 7.431 -3.513  0.47
124 Cl -12.023 8.581 -4.093  0.53
125 C -3.947 13.315 1.017  -2.05
126 Cl -3.233 11.715 1.246  0.49
127 Cl -2.994 14.515 1.902  0.52
128 Cl -3.953 13.721 -0.705  0.52
129 Cl -5.607 13.314 1.629  0.52
130 C 11.853 5.112 -4.816  -2.04
131 Cl 13.100 4.228 -5.707  0.52
132 Cl 10.526 5.524 -5.912  0.52
133 Cl 11.238 4.102 -3.504  0.49
134 Cl 12.546 6.595 -4.146  0.52
135 C -2.717 -10.223 -9.438  -2.04
136 Cl -2.541 -9.509 -11.046  0.52
137 Cl -2.768 -11.985 -9.576  0.53
138 Cl -1.346 -9.748 -8.429  0.49
139 Cl -4.217 -9.646 -8.696  0.50
140 C -7.775 6.504 0.164  -2.03
141 Cl -8.670 7.783 0.995  0.53
142 Cl -6.338 7.190 -0.604  0.50
143 Cl -7.279 5.273 1.334  0.53
144 Cl -8.811 5.769 -1.067  0.49
145 C -8.268 -7.845 -6.125  -2.04
146 Cl -6.935 -8.467 -7.107  0.49
147 Cl -9.684 -7.587 -7.150  0.53
148 Cl -8.661 -9.012 -4.857  0.53
149 Cl -7.790 -6.309 -5.385  0.49
150 C -4.888 -2.636 -3.642  -2.04
151 Cl -6.116 -1.487 -3.109  0.54
152 Cl -3.864 -1.877 -4.870  0.52
153 Cl -3.895 -3.118 -2.263  0.50
154 Cl -5.673 -4.063 -4.335  0.49
155 C -6.125 -7.724 8.416  -2.03
156 Cl -5.870 -7.023 6.814  0.49
157 Cl -6.460 -9.454 8.257  0.51
158 Cl -4.670 -7.491 9.396  0.51
159 Cl -7.497 -6.927 9.199  0.52
160 C 4.490 7.955 1.963  -2.02
161 Cl 6.159 7.560 1.534  0.53
162 Cl 4.443 9.542 2.742  0.51
163 Cl 3.518 8.040 0.485  0.51
164 Cl 3.904 6.742 3.122  0.53
165 C -6.007 -10.983 11.824  -2.05
166 Cl -6.636 -9.369 12.177  0.51
167 Cl -7.130 -11.832 10.754  0.51
168 Cl -4.430 -10.843 11.034  0.51
169 Cl -5.830 -11.891 13.332  0.52
170 C 7.969 -5.618 -10.794  -2.06
171 Cl 8.193 -4.961 -12.420  0.52
172 Cl 7.881 -7.383 -10.878  0.52
173 Cl 9.334 -5.144 -9.773  0.51
174 Cl 6.465 -4.986 -10.106  0.51

Forces on atoms 1 to 3 (eV/Å):
0.327 -0.102 -0.648
-1.376 -0.861 1.325
-0.002 1.211 1.095

charge	0

Calculated orbital gap, 9.85; 9.65; 9.61 eV (same order as the records).
Calculated E_HOMO, -13.7; -14.6; -9.8 eV (same order as the records).